(1)
{
  "formula": "C7H9ClOS",
  "method": "the ωB97M-V functional and the def2-TZVPD basis",
  "elements": ["C", "O", "C", "C", "C", "C", "C", "C", "S", "Cl", "H", "H", "H", "H", "H", "H", "H", "H", "H"],
  "positions_angstrom": [[-1.8207, -2.3111, -0.0939], [-1.9500, -1.1079, 0.5267], [-1.1476, -0.1022, 0.0217], [-1.2481, 1.1219, 0.5419], [-0.4692, 2.2491, 0.1720], [0.7302, 2.1026, -0.4177], [1.6081, 0.9962, -0.6657], [1.9184, -0.0305, 0.1444], [3.2528, -1.2269, -0.2901], [1.2096, -0.2219, 1.7073], [-0.8895, -2.8446, 0.2639], [-1.6931, -2.1944, -1.2582], [-2.7500, -2.8979, 0.1223], [-0.8688, -0.2482, -0.9903], [-1.7893, 1.2882, 1.4681], [-0.6512, 3.3041, 0.2716], [1.2530, 2.9657, -0.8495], [2.0662, 1.0186, -1.5535], [3.2391, -1.8608, 0.8789]],
  "smiles": "CO/C=C/C=C\\C=C(\\S)Cl",
  "homo_lumo_gap_ev": 8.14
}

---

(2)
{
  "formula": "C3H2O2Yb",
  "method": "the ωB97M-V functional and the def2-TZVPD basis",
  "elements": ["O", "C", "C", "O", "C", "Yb", "H", "H"],
  "positions_angstrom": [[-0.6824, 1.1880, 0.1305], [-0.3136, 0.3922, -0.8711], [0.4315, -0.7051, -0.5925], [0.8694, -0.9254, 0.7271], [0.5608, -0.0917, 1.7042], [-1.8359, 0.4187, 2.0610], [-0.1344, 0.8761, -1.8400], [1.1045, -1.1527, -1.3192]],
  "homo_lumo_gap_ev": [4.56, 4.55]
}

---

(3)
{
  "formula": "C8H13N2O2",
  "method": "the ωB97M-V functional and the def2-TZVPD basis",
  "elements": ["C", "N", "C", "O", "C", "C", "C", "O", "C", "N", "C", "C", "H", "H", "H", "H", "H", "H", "H", "H", "H", "H", "H", "H", "H"],
  "positions_angstrom": [[-0.2284, 0.5166, 2.6684], [-0.2723, 0.2102, 1.4422], [0.9814, 0.7072, 0.4511], [1.6954, 1.5905, 1.0971], [2.8883, 2.0599, 0.4702], [1.0339, 0.1073, -0.7297], [0.0533, -0.9166, -1.1001], [0.3415, -1.5272, -2.2273], [-0.5469, -2.5365, -2.6895], [-0.9785, -1.2072, -0.4055], [-1.3488, -0.4984, 0.7526], [-2.4290, 0.5421, 0.3989], [-1.0238, 0.2015, 3.3343], [0.5954, 1.0956, 3.0625], [2.6564, 2.5897, -0.4554], [3.5665, 1.2288, 0.2633], [3.3436, 2.7449, 1.1824], [1.8000, 0.3406, -1.4536], [-0.3407, -2.6560, -3.7521], [-1.5827, -2.2374, -2.5249], [-0.3544, -3.4748, -2.1637], [-1.7769, -1.2223, 1.4591], [-2.0345, 1.2670, -0.3094], [-2.7768, 1.0546, 1.2920], [-3.2620, 0.0199, -0.0628]],
  "smiles": "C=[N+]1C(OC)=CC(OC)=N[C@@H]1C",
  "homo_lumo_gap_ev": 8.65,
  "charge": 1
}

---

(4)
{
  "formula": "ClH3NO2P",
  "method": "the ωB97M-V functional and the def2-TZVPD basis",
  "elements": ["N", "O", "H", "H", "H", "O", "P", "Cl"],
  "positions_angstrom": [[-0.6230, 0.3370, 0.9066], [-0.4929, -0.9620, 1.4179], [0.1232, 0.9556, 1.1621], [-1.3747, 0.8842, 1.1818], [-0.4906, 0.3849, -0.1749], [-0.1522, 0.2098, -1.6037], [0.6467, -1.0060, -1.9362], [2.3634, -0.8034, -0.9535]],
  "smiles": "[NH3+][O-].O=PCl",
  "homo_lumo_gap_ev": 6.94
}

---

(5)
{
  "formula": "C25H66FeO9",
  "method": "the ωB97M-V functional and the def2-TZVPD basis",
  "elements": ["Fe", "C", "C", "O", "H", "H", "H", "H", "H", "C", "C", "O", "H", "H", "H", "H", "H", "C", "C", "C", "O", "H", "H", "H", "H", "H", "H", "H", "H", "C", "C", "C", "O", "H", "H", "H", "H", "H", "H", "H", "H", "C", "C", "C", "O", "H", "H", "H", "H", "H", "H", "H", "H", "C", "C", "C", "O", "H", "H", "H", "H", "H", "H", "H", "H", "C", "C", "C", "O", "H", "H", "H", "H", "H", "H", "H", "H", "C", "C", "C", "O", "H", "H", "H", "H", "H", "H", "H", "H", "C", "C", "C", "O", "H", "H", "H", "H", "H", "H", "H", "H"],
  "positions_angstrom": [[-2.1882, 2.7081, -1.7104], [-4.5835, -0.2411, 0.0852], [-4.8215, 0.8233, -0.9906], [-3.6880, 1.4662, -1.5010], [-5.5854, -0.6162, 0.2978], [-4.1628, 0.2343, 0.9681], [-4.0094, -1.0510, -0.3567], [-5.5346, 1.5860, -0.6538], [-5.4616, 0.3840, -1.7665], [-0.6097, -0.0631, 0.8105], [-0.0378, 0.3653, -0.5356], [-0.7092, 1.4887, -0.9864], [-0.2630, 0.6122, 1.5907], [-0.1587, -1.0201, 1.0861], [-1.6848, -0.2121, 0.7444], [-0.1201, -0.4923, -1.2133], [1.0268, 0.5818, -0.3984], [0.0005, 0.2270, -4.7091], [-0.5181, 1.6411, -4.5795], [-1.0956, 2.1330, -5.9248], [-1.6127, 1.6304, -3.6531], [0.1795, -0.1390, -3.6926], [0.9283, 0.0919, -5.2639], [-0.6818, -0.5231, -5.1186], [0.2121, 2.3858, -4.2664], [-1.7636, 1.3619, -6.3179], [-0.3207, 2.2966, -6.6741], [-1.7112, 3.0299, -5.8496], [-2.1300, 0.8553, -3.9086], [1.6992, 4.2379, -1.2021], [0.2277, 4.5813, -0.9452], [-0.0020, 6.1080, -0.8306], [-0.5413, 4.0469, -2.0735], [2.3762, 4.9321, -0.6997], [1.9604, 4.3741, -2.2543], [1.9800, 3.2432, -0.8598], [-0.1243, 4.0805, -0.0451], [0.5908, 6.4081, 0.0289], [-1.0721, 6.3081, -0.7486], [0.2328, 6.6353, -1.7580], [-0.2295, 4.5882, -2.8104], [-1.0849, -4.5908, 1.8127], [-2.1598, -5.7280, 1.7962], [-1.8416, -6.5741, 0.5582], [-2.0593, -6.4993, 2.9541], [-0.5652, -4.4930, 0.8554], [-0.2886, -4.9154, 2.4856], [-1.3591, -3.5815, 2.1185], [-3.1584, -5.3001, 1.6905], [-1.6986, -5.9690, -0.3367], [-2.5827, -7.3535, 0.3830], [-0.8465, -7.0142, 0.6824], [-1.5417, -7.2918, 2.7920], [2.6563, -2.3455, 3.8900], [1.3867, -1.5275, 4.2111], [1.3713, -0.0415, 3.8682], [0.1804, -2.0475, 3.6480], [2.9480, -2.9273, 4.7608], [3.4602, -1.6431, 3.6651], [2.4344, -3.0001, 3.0488], [1.1898, -1.6338, 5.2812], [2.1489, 0.4353, 4.4692], [0.4042, 0.4462, 3.9466], [1.6661, -0.0159, 2.8116], [0.2230, -1.9034, 2.6977], [-2.7706, -3.3838, -1.6720], [-1.7126, -3.2915, -2.7560], [-0.3241, -3.3984, -2.1511], [-1.8524, -4.4136, -3.6103], [-2.6928, -2.5229, -1.0044], [-2.8581, -4.3541, -1.1859], [-3.8248, -3.2335, -1.9375], [-1.8347, -2.3407, -3.2886], [-0.2201, -4.4063, -1.7531], [-0.1014, -2.6607, -1.3741], [0.4710, -3.1674, -2.8659], [-1.1860, -4.4329, -4.3024], [3.8782, 0.7803, 0.6686], [3.7286, -0.5577, -0.1034], [3.8589, -0.3370, -1.6182], [4.7420, -1.4153, 0.3992], [4.7673, 1.3523, 0.4084], [3.7349, 0.7011, 1.7440], [3.0161, 1.3571, 0.3069], [2.7328, -0.9950, -0.0282], [3.1889, 0.4594, -1.9569], [3.6027, -1.2411, -2.1683], [4.8472, 0.0331, -1.8996], [5.5973, -1.0035, 0.2456], [1.0534, 3.2902, 2.8148], [1.3974, 4.3757, 3.8378], [0.5962, 4.1470, 5.1304], [2.7909, 4.3856, 4.0978], [0.0167, 2.9554, 2.7702], [1.6970, 2.4362, 3.0298], [1.2989, 3.6205, 1.7995], [1.0579, 5.3370, 3.4322], [-0.4324, 3.8677, 4.9047], [0.6852, 4.8209, 5.9774], [1.0017, 3.1910, 5.4881], [3.1731, 4.4711, 3.2164]],
  "multiplicity": 6,
  "homo_lumo_gap_ev": [8.23, 5.72],
  "s2": 8.77,
  "charge": 1
}

---

(6)
{
  "formula": "C3H6O2",
  "method": "the ωB97M-V functional and the def2-TZVPD basis",
  "elements": ["C", "C", "O", "C", "O", "H", "H", "H", "H", "H", "H"],
  "positions_angstrom": [[0.0362, 0.1890, -1.2337], [-0.3085, 0.0123, 0.2379], [-0.0211, 1.1892, 0.9992], [0.4850, -1.0395, 1.0811], [0.5288, -2.1759, 0.7189], [-0.8339, 0.6348, -1.7267], [0.9489, 0.8787, -1.4810], [0.2706, -0.8620, -1.7019], [-1.4139, -0.1617, 0.2396], [-0.7872, 1.9536, 0.9139], [1.0952, -0.6186, 1.9527]],
  "smiles": "C[C@H](O)C=O",
  "homo_lumo_gap_ev": 10.48
}

---

ΔE to the lowest compared entry with this formula, charge and spin across the listed records, respectively: 2.7371, 1.8049, 2.7776, 3.9473, 2.0031, 1.9044 eV.
E across the listed records, respectively: -1205.62327, -1424.42562, -572.31405, -1008.50798, -2932.58021, -268.33524 Eh.